Entry 1:
Entry from the Open Molecules 2025 dataset: a molecular structure, C16H43Cl2F3MgN4O7P2S in a non-equilibrium geometry (wB97M-V/def2-TZVPD).

Calculated values
Net charge   0
E   -105622.52149 eV
Highest occupied orbital energy   -5.97 eV
Largest force on an atom   6.282 eV Å⁻¹
LUMO   -3.9 eV

Cartesian coordinates (Å):
O 7.655 -4.093 0.335
P 7.153 -4.112 -1.253
O 6.214 -5.409 -1.492
S 6.158 -2.211 -1.775
C 4.829 -1.618 -0.636
C 4.521 -2.581 0.484
O 4.087 -3.875 0.054
C 3.145 -3.827 -0.977
C 2.419 -5.169 -1.030
F 1.328 -5.112 -1.804
F 2.082 -5.568 0.204
F 3.270 -6.122 -1.496
H 8.525 -4.532 0.308
H 5.542 -5.222 -2.163
H 5.463 -2.517 -2.920
H 5.216 -0.701 -0.185
H 3.958 -1.303 -1.214
H 5.419 -2.729 1.075
H 3.781 -2.120 1.204
H 3.685 -3.757 -1.937
H 2.443 -2.998 -0.858
C -1.377 -3.579 -4.590
O -1.809 -2.242 -4.860
C -3.132 -1.898 -4.511
C -3.139 -1.010 -3.276
N -2.752 -1.734 -2.081
C -2.458 -0.884 -0.922
C -1.327 0.133 -1.041
O -0.032 -0.439 -1.130
C 0.352 -0.868 -2.417
H -0.424 -3.754 -5.066
H -1.237 -3.709 -3.502
H -2.123 -4.354 -4.973
H -3.822 -2.848 -4.338
H -3.556 -1.348 -5.352
H -4.143 -0.601 -3.133
H -2.454 -0.178 -3.491
H -1.928 -2.283 -2.285
H -2.213 -1.559 -0.100
H -3.374 -0.359 -0.636
H -1.327 0.714 -0.116
H -1.487 0.858 -1.848
H -0.057 -0.232 -3.208
H 0.057 -1.910 -2.576
H 1.442 -0.827 -2.475
O -1.726 2.880 1.339
P -2.422 3.763 2.347
N -1.644 5.252 1.994
C -0.725 5.986 2.832
C -1.570 5.618 0.584
N -1.861 2.936 3.763
C -0.756 3.397 4.578
C -1.813 1.481 3.629
N -3.594 4.562 3.315
C -4.200 5.837 2.934
C -4.385 3.821 4.304
H -0.690 7.037 2.533
H 0.296 5.588 2.785
H -1.056 6.013 3.871
H -2.576 5.765 0.173
H -1.068 4.855 -0.018
H -1.030 6.554 0.444
H 0.168 3.529 4.000
H -0.544 2.677 5.370
H -1.005 4.325 5.097
H -0.899 1.140 3.130
H -2.666 1.115 3.056
H -1.867 1.013 4.615
H -3.754 6.647 3.517
H -5.278 5.852 3.109
H -4.064 6.059 1.879
H -3.988 3.991 5.306
H -4.375 2.752 4.110
H -5.435 4.121 4.297
Cl -3.849 -4.019 -5.400
Mg 7.727 -1.791 1.110
O 4.075 -1.840 2.981
H 3.742 -2.604 3.465
Cl -1.742 -3.825 -7.049

=====

Entry 2:
Entry from the Open Molecules 2025 dataset: a single C10H8N2 molecule in a non-equilibrium geometry (wB97M-V/def2-TZVPD).

Calculated values
Net charge   0
Structure (SMILES)   c1ccc(-c2ccncc2)nc1
E   -13475.70208 eV
Highest occupied orbital energy   -9.29 eV
Largest force on an atom   9.300 eV Å⁻¹
LUMO   0.0 eV

Cartesian coordinates (Å):
C 3.561 0.039 0.036
C 2.663 1.155 0.378
C 1.283 1.119 0.366
C 0.688 -0.048 -0.020
C -0.787 -0.035 -0.210
C -1.390 1.266 -0.352
C -2.759 1.064 -0.287
N -3.475 -0.065 0.048
C -2.791 -1.101 0.310
C -1.379 -1.140 0.083
N 1.418 -1.219 -0.119
C 2.787 -1.131 -0.314
H 4.696 0.168 -0.404
H 3.183 2.041 0.310
H 0.491 1.916 0.893
H -0.730 2.145 -0.631
H -3.401 1.929 -0.324
H -3.327 -1.957 0.834
H -0.977 -2.236 0.641
H 3.212 -2.158 -0.760

=====

Entry 3:
Entry from the Open Molecules 2025 dataset: a single C3H9NO2 molecule in a non-equilibrium geometry (wB97M-V/def2-TZVPD).

Calculated values
Net charge   0
Structure (SMILES)   N[C@H](O)CCO
E   -8839.95862 eV
Highest occupied orbital energy   -9.31 eV
Largest force on an atom   5.898 eV Å⁻¹
LUMO   0.8 eV

Cartesian coordinates (Å):
N 1.408 1.217 0.455
C 1.075 -0.174 0.485
O 1.817 -0.907 -0.458
C -0.636 -0.618 0.523
C -1.026 0.194 -0.611
O -2.575 -0.396 -0.652
H 2.371 1.339 0.765
H 1.386 1.562 -0.500
H 1.364 -0.572 1.460
H 1.367 -0.901 -1.313
H -1.031 -0.276 1.478
H -0.671 -1.693 0.349
H -1.122 1.262 -0.428
H -0.629 -0.101 -1.579
H -3.097 0.065 0.026

=====

> Which value of highest occupied orbital energy does entry 1 give?

-5.97 eV

=====

> Number 3 is which compound?

C3H9NO2

=====

> What is the highest occupied orbital energy in the first record?

-5.97 eV